Entry 1:
{
  "formula": "C51H71N7O5S3Ti",
  "method": "ωB97M-V with the def2-TZVPD basis set",
  "charge": 0,
  "species": ["Ti", "C", "C", "C", "C", "C", "C", "C", "N", "C", "C", "C", "C", "C", "C", "O", "C", "C", "C", "C", "C", "C", "C", "C", "C", "O", "C", "C", "C", "C", "C", "C", "H", "H", "H", "H", "H", "H", "H", "H", "H", "H", "H", "H", "H", "H", "H", "H", "H", "H", "H", "H", "H", "H", "H", "H", "H", "H", "H", "H", "H", "H", "H", "H", "H", "H", "H", "H", "H", "H", "H", "H", "N", "C", "C", "N", "H", "H", "H", "H", "H", "H", "H", "H", "O", "C", "C", "C", "C", "C", "C", "C", "O", "N", "N", "C", "S", "C", "C", "S", "H", "H", "H", "H", "H", "H", "H", "H", "H", "C", "C", "C", "N", "C", "S", "N", "C", "O", "C", "C", "C", "C", "C", "C", "H", "H", "H", "H", "H", "H", "H", "H", "H", "H", "H", "H", "H", "H"],
  "positions_angstrom": [[-0.02748, 0.32229, -0.39775], [-2.38541, 4.07411, -6.79688], [-2.92820, 3.73286, -5.40886], [-3.28235, 5.04782, -4.69859], [-4.20377, 2.89724, -5.58779], [-1.91887, 2.95157, -4.56466], [-2.28128, 2.57724, -3.26969], [-1.38692, 1.88668, -2.46549], [-1.53556, 1.36880, -1.17763], [-2.66793, 1.50807, -0.36420], [-3.71833, 2.41080, -0.42654], [-4.73581, 2.37783, 0.53088], [-4.67537, 1.42012, 1.53406], [-3.60470, 0.52821, 1.67030], [-2.58184, 0.63552, 0.73524], [-1.41063, -0.02749, 0.80771], [-3.54869, -0.51782, 2.78516], [-2.36183, -0.23903, 3.71512], [-4.82294, -0.51478, 3.63148], [-3.39707, -1.91652, 2.16569], [-5.87466, 3.39477, 0.42684], [-6.57720, 3.24679, -0.93060], [-6.92017, 3.20849, 1.52643], [-5.30353, 4.81564, 0.54700], [-0.14554, 1.49603, -3.00042], [0.57908, 0.72852, -2.16456], [0.24723, 1.84379, -4.28738], [-0.66200, 2.59525, -5.04000], [1.57677, 1.35052, -4.85943], [1.83284, 1.89468, -6.26643], [1.54779, -0.18452, -4.94164], [2.74645, 1.79652, -3.96786], [-3.14270, 4.62612, -7.35738], [-2.13939, 3.17437, -7.36487], [-1.49234, 4.69958, -6.73686], [-4.00432, 5.61796, -5.28940], [-2.38985, 5.66150, -4.55927], [-3.72139, 4.86622, -3.71594], [-4.93329, 3.44374, -6.19117], [-4.67077, 2.66193, -4.62994], [-3.97760, 1.95469, -6.09175], [-3.27352, 2.80592, -2.91937], [-3.74634, 3.16922, -1.19186], [-5.47889, 1.36746, 2.25183], [-2.44887, 0.75038, 4.17130], [-1.41534, -0.28460, 3.18112], [-2.34672, -0.98472, 4.51669], [-4.96285, 0.43510, 4.15275], [-4.75002, -1.30042, 4.38708], [-5.71103, -0.71388, 3.02773], [-2.48514, -1.99262, 1.57544], [-4.24914, -2.14208, 1.51984], [-3.35956, -2.67129, 2.95647], [-6.98397, 2.23987, -1.04475], [-5.89123, 3.42703, -1.76046], [-7.39906, 3.96303, -1.01408], [-7.38730, 2.22280, 1.47485], [-7.70650, 3.95752, 1.41003], [-6.48459, 3.33259, 2.52004], [-4.57790, 5.02599, -0.24057], [-4.80426, 4.94775, 1.50966], [-6.10466, 5.55584, 0.47080], [-0.38102, 2.89080, -6.03884], [1.06286, 1.57495, -6.97144], [2.79114, 1.51589, -6.62803], [1.87828, 2.98609, -6.27554], [0.76966, -0.50824, -5.63857], [1.35045, -0.62990, -3.96743], [2.50732, -0.56134, -5.30662], [2.74239, 2.88236, -3.84415], [3.69630, 1.51088, -4.42714], [2.69192, 1.32678, -2.98638], [1.63673, 1.81405, 0.04333], [1.62378, 3.04585, 0.86239], [0.26554, 3.71617, 0.80080], [-0.70654, 2.85142, 1.44777], [2.40693, 1.21641, 0.32548], [1.81502, 2.06191, -0.92495], [2.40728, 3.73074, 0.52929], [1.83828, 2.76521, 1.89242], [-0.03368, 3.84020, -0.24526], [0.34991, 4.71985, 1.23567], [-1.66051, 3.08980, 1.21033], [-0.61043, 2.85842, 2.45582], [3.04188, -1.24382, 2.52766], [3.12509, -2.52264, 2.07335], [4.00793, -3.36750, 2.74028], [4.13399, -4.68392, 2.34562], [3.38370, -5.17646, 1.28127], [2.50285, -4.33975, 0.62823], [2.35286, -3.00285, 1.00772], [1.38722, -2.14590, 0.28414], [1.37292, -0.85041, 0.52702], [0.59182, -2.69488, -0.57220], [-0.23574, -1.73960, -1.15330], [-0.88856, -2.18265, -2.16217], [-2.06684, -1.21417, -3.00060], [-2.11426, -2.29954, -4.44816], [-2.00785, -3.72727, -3.95452], [-0.65187, -3.81312, -2.75251], [2.31832, -0.79701, 2.03711], [4.56510, -2.97411, 3.58096], [4.81914, -5.33382, 2.87543], [3.48645, -6.20735, 0.96958], [1.90369, -4.70030, -0.19707], [-1.28828, -2.04198, -5.11089], [-3.05871, -2.11652, -4.95976], [-1.77414, -4.41840, -4.76368], [-2.93114, -4.04231, -3.46931], [4.90755, 1.33778, 8.42917], [3.95399, 1.49645, 7.25177], [2.55762, 0.99458, 7.60067], [1.59901, 1.13860, 6.50348], [1.68571, 0.54318, 5.30031], [1.06302, 1.24619, 3.92108], [2.35116, -0.65588, 5.22492], [2.35415, -1.73735, 6.11484], [3.27217, -2.52289, 6.09503], [1.16441, -1.92829, 6.99538], [1.33795, -2.61513, 8.19314], [0.25021, -2.85883, 9.01427], [-1.01641, -2.43658, 8.62866], [-1.19366, -1.77136, 7.42341], [-0.10354, -1.51016, 6.60768], [5.90874, 1.68279, 8.17218], [4.98394, 0.29084, 8.73030], [4.56711, 1.91144, 9.29402], [4.32638, 0.93752, 6.39034], [3.89152, 2.54461, 6.94816], [2.15078, 1.56036, 8.43994], [2.60028, -0.04057, 7.93318], [1.10055, 2.01257, 6.45689], [2.71283, -0.87702, 4.29484], [2.32977, -2.95755, 8.46093], [0.38544, -3.38572, 9.94994], [-1.86852, -2.63310, 9.26718], [-2.18191, -1.45437, 7.11507], [-0.24728, -0.99711, 5.66391]]
}

Entry 2:
{
  "formula": "C6H13NO3PS",
  "method": "ωB97M-V with the def2-TZVPD basis set",
  "charge": 1,
  "species": ["C", "C", "C", "C", "C", "C", "N", "O", "O", "O", "P", "S", "H", "H", "H", "H", "H", "H", "H", "H", "H", "H", "H", "H", "H"],
  "positions_angstrom": [[-0.54890, 0.35084, -0.23215], [1.96121, -1.10186, 1.49802], [3.30843, -0.83239, -0.78324], [-0.95225, 1.83242, -0.39512], [-2.42258, 2.07928, -0.53981], [2.31751, -0.20116, 0.20559], [-1.28616, -0.65411, -0.04897], [-3.39278, -1.58165, 1.18495], [-3.57503, -0.77749, -1.27594], [1.11171, 0.05426, -0.61389], [-3.05542, -0.54078, 0.04626], [-3.39715, 1.44392, 0.85996], [1.62410, -2.11933, 1.17453], [2.95238, -1.27383, 1.93505], [1.43621, -0.76410, 2.33414], [4.30271, -0.96851, -0.29710], [3.40436, -0.26466, -1.67451], [2.98869, -1.83944, -1.13960], [-0.56810, 2.26325, 0.50919], [-0.36246, 2.27169, -1.23615], [-2.77443, 1.59807, -1.50983], [-2.56111, 3.15159, -0.47959], [2.56237, 0.81420, 0.53515], [-4.03836, -2.22263, 1.06801], [0.96506, -0.71758, -1.12494]]
}

Entry 3:
{
  "formula": "C19H58O14",
  "method": "ωB97M-V with the def2-TZVPD basis set",
  "charge": 0,
  "species": ["C", "C", "C", "O", "C", "H", "H", "H", "H", "H", "H", "H", "H", "C", "C", "C", "O", "C", "H", "H", "H", "H", "H", "H", "H", "H", "C", "C", "C", "O", "C", "H", "H", "H", "H", "H", "H", "H", "H", "C", "C", "C", "O", "C", "H", "H", "H", "H", "H", "H", "H", "H", "O", "H", "H", "O", "H", "H", "O", "H", "H", "O", "H", "H", "O", "H", "H", "O", "H", "H", "O", "H", "H", "O", "H", "H", "O", "H", "H", "C", "C", "C", "O", "H", "H", "H", "H", "H", "H", "H", "H"],
  "positions_angstrom": [[-1.62713, 0.47940, 4.92496], [-1.87945, 0.71692, 3.42650], [-3.19484, -0.04935, 3.17013], [-3.54969, -0.71963, 4.37437], [-2.33258, -0.84744, 5.12493], [-2.21787, 1.27817, 5.37712], [-0.56196, 0.48841, 5.13358], [-1.05808, 0.26087, 2.86624], [-1.99168, 1.75633, 3.11877], [-2.95136, -0.82865, 2.43088], [-3.98378, 0.55900, 2.73336], [-1.80976, -1.70279, 4.67724], [-2.54531, -1.11464, 6.15831], [-0.34200, 0.90453, -0.56862], [0.34347, -0.04151, -1.53340], [-0.74223, -0.43198, -2.51317], [-1.94700, -0.37658, -1.74215], [-1.84041, 0.65022, -0.73984], [-0.08320, 1.94048, -0.80694], [-0.00228, 0.74125, 0.45473], [0.68651, -0.92164, -0.99138], [1.15838, 0.46230, -2.05193], [-0.60004, -1.41604, -2.96777], [-0.86548, 0.22556, -3.38642], [-2.27864, 0.23510, 0.16832], [-2.37709, 1.55032, -1.03441], [3.42068, 1.98924, 4.49247], [1.95560, 1.79640, 4.13099], [1.77829, 2.45150, 2.76475], [3.09500, 2.87189, 2.33833], [3.93821, 3.01815, 3.46554], [3.94220, 1.03279, 4.44048], [3.60378, 2.33276, 5.51327], [1.21776, 2.15979, 4.84502], [1.80161, 0.72506, 3.99586], [1.16713, 3.35459, 2.72198], [1.48110, 1.71241, 2.02204], [3.82056, 4.02303, 3.88775], [4.98591, 2.85161, 3.22274], [5.48247, -0.86407, 0.53310], [4.54561, -2.07549, 0.42404], [3.21773, -1.57678, 0.96351], [3.56579, -0.50511, 1.81633], [4.64932, 0.22657, 1.21802], [5.78312, -0.56201, -0.47336], [6.38697, -1.10116, 1.08879], [4.92641, -2.96304, 0.93096], [4.46006, -2.42776, -0.60877], [2.64353, -2.33761, 1.49424], [2.52800, -1.22635, 0.18212], [5.18061, 0.65029, 2.06649], [4.22568, 0.99106, 0.56491], [-1.80669, 3.78766, -2.78327], [-1.00519, 3.27752, -3.01851], [-2.04847, 4.25479, -3.58975], [-3.34814, -2.38100, -4.59944], [-3.14733, -1.80285, -3.85318], [-2.53986, -2.39801, -5.14036], [-2.60117, 3.89363, -0.15586], [-1.79618, 4.22858, 0.25104], [-2.40144, 3.86061, -1.11151], [0.23991, -3.95943, -4.11841], [-0.48486, -4.57005, -3.94761], [-0.08115, -3.40589, -4.84659], [0.67213, 3.01597, -3.90124], [0.53288, 2.46748, -4.67991], [1.46779, 2.64302, -3.47634], [-4.69834, 2.65987, 1.16713], [-5.29729, 2.30798, 0.50207], [-3.86561, 2.85541, 0.69459], [-0.90186, -2.06111, -6.03092], [-0.56454, -1.26254, -6.45167], [-0.73252, -2.76348, -6.67450], [3.10981, 1.82677, -3.00711], [3.85695, 2.30285, -2.62664], [3.30655, 0.89464, -2.85974], [-2.94350, 1.41292, -4.53535], [-2.12084, 1.60284, -4.99445], [-2.84497, 1.83565, -3.67270], [-2.85464, -3.08583, 0.28109], [-2.19406, -3.78751, -0.90422], [-0.68108, -3.85068, -0.73447], [-2.71070, -5.11088, -1.07111], [-3.26999, -2.13477, -0.05168], [-2.16767, -2.82259, 1.08879], [-3.64428, -3.70899, 0.70111], [-2.51664, -3.23364, -1.79487], [-0.17234, -4.36775, -1.55304], [-0.51492, -4.39611, 0.19543], [-0.20714, -2.86700, -0.73662], [-2.23225, -5.50438, -1.80519]]
}

Entry 4:
{
  "formula": "C5H8N2",
  "method": "ωB97M-V with the def2-TZVPD basis set",
  "charge": 0,
  "species": ["C", "C", "C", "N", "C", "C", "N", "H", "H", "H", "H", "H", "H", "H", "H"],
  "positions_angstrom": [[2.04284, -0.02968, -0.98653], [1.16721, 0.28513, 0.15106], [-0.08665, 0.95520, -0.25917], [-1.10405, 0.89720, 0.79433], [-1.18823, -0.41945, 1.39964], [-1.43459, -1.51074, 0.42285], [-1.57997, -2.31138, -0.40139], [1.49993, -0.87582, -1.44788], [2.13984, 0.73021, -1.77485], [3.02192, -0.40491, -0.68204], [-0.22541, -0.62555, 1.87415], [-0.45831, 0.56342, -1.22975], [0.17758, 2.01306, -0.44618], [-2.00800, 1.16614, 0.41896], [-1.96411, -0.43282, 2.16679]]
}

Energy relative to the best compared isomer or geometry (same formula, charge and spin) values, unit kcal/mol, following the record order: 6.3, 4.8, 0.0, 98.5.